No. 1
31
Properties=species:S:1:pos:R:3:forces:R:3:mulliken_charge:R:1 method="wB97M-V/def2-TZVPD" molar_mass_g_mol=232.3 homo_energy_ev=-8.726 largest_force_ev_per_a=5.080 energy_ha=-1081.85349 e_above_lowest_kj_mol=463.03 orbital_gap_ev=7.410
C 0.80784 0.17935 -0.14146 0.1 0.1 -1.8 0.6804
C 1.01798 1.53510 -0.39087 -2.4 -0.9 2.3 0.3105
C -0.00960 -0.12190 1.10956 0.5 1.5 0.4 -1.4056
C 0.84171 -1.04470 -1.11066 -0.3 -0.3 0.5 -0.2821
C 1.72711 -2.23406 -0.73046 0.3 0.2 0.8 -1.2868
C 0.51207 3.13323 1.44149 1.5 2.4 -2.4 -0.8620
C -2.23221 0.06268 2.12172 -2.0 -0.2 1.0 -0.9012
C -1.37531 -0.76444 -2.17005 1.7 2.4 -0.6 -0.7260
N 1.85796 2.23926 -1.25103 0.9 0.7 -1.6 -0.3061
N 0.11752 2.24053 0.43718 -1.8 -0.5 -2.5 0.0198
N -1.49161 -0.05883 0.90466 1.2 2.4 -0.9 -0.2237
N -0.51407 -1.53951 -1.27240 1.0 1.2 -4.8 -0.2993
O 1.66391 3.44925 -1.40578 -0.2 -2.1 0.9 -0.3394
O -2.39699 2.44823 1.18342 0.7 0.1 -1.0 -0.6138
S -1.57093 1.70420 0.21100 0.7 0.5 0.5 0.4610
H 0.35435 -1.07306 1.40281 -0.4 -1.3 0.7 0.8111
H 0.29857 0.64346 1.88780 -0.3 -1.2 -0.6 0.3937
H 1.11533 -0.75893 -2.10271 0.3 0.6 -0.5 0.5826
H 1.28710 -3.14005 -1.19487 0.2 0.5 0.5 0.3763
H 1.67833 -2.29337 0.40337 0.7 -0.5 -1.4 0.2389
H 2.75264 -2.12436 -1.16886 -0.7 0.0 1.0 0.3124
H 1.29269 3.91322 0.97282 -2.1 -1.4 1.4 0.2177
H -0.38702 3.47412 1.86280 -1.1 1.6 0.5 0.3300
H 0.92922 2.56987 2.17733 2.0 -1.3 2.5 0.4334
H -2.33177 1.13307 2.50584 0.6 -1.7 0.1 0.2855
H -3.28941 -0.28280 1.99442 0.6 0.4 -0.4 0.3213
H -1.87486 -0.70225 2.77726 0.7 0.0 1.1 0.3830
H -1.57417 0.27993 -1.74218 -0.9 -1.7 -0.6 0.1260
H -0.89565 -0.43480 -3.12664 0.7 -0.6 0.7 0.2914
H -2.16045 -1.31983 -2.64640 -1.1 -0.3 0.9 0.4005
H -1.05559 -1.81588 -0.55406 -1.4 -1.0 3.4 0.2706

=====

No. 2
26
Properties=species:S:1:pos:R:3:forces:R:3:mulliken_charge:R:1 method="wB97M-V/def2-TZVPD" charge=+1 molar_mass_g_mol=142.2 homo_energy_ev=-11.322 largest_force_ev_per_a=4.547 energy_ha=-444.11357 e_above_lowest_kj_mol=187.41 orbital_gap_ev=8.073
C 0.53347 -0.45080 -0.04580 0.7 -0.7 0.0 0.9148
C -0.86866 0.21851 -0.06864 -0.4 0.5 0.0 0.7509
C 1.87059 0.00304 0.11841 -4.5 0.2 0.2 0.4452
C -2.20901 -0.25175 0.11980 4.3 0.2 0.2 0.8450
C 0.43479 -1.91828 -0.41302 -0.1 -0.1 0.1 -1.9773
C -0.77403 1.66701 -0.52282 -0.1 0.0 0.2 -2.2626
C 2.35957 1.30647 0.64397 0.1 0.0 -0.1 -1.7795
C -3.39735 0.63784 0.09709 -0.2 -0.1 -0.2 -1.5696
N 2.95419 -0.99584 -0.02503 -0.3 -0.1 -0.1 -0.1544
O -2.42398 -1.54224 0.45399 -0.2 0.0 0.0 -0.5119
H 0.85695 -2.09805 -1.40488 0.0 -0.1 -0.1 0.3482
H -0.60227 -2.22654 -0.44987 0.1 -0.1 0.0 0.3278
H 0.93563 -2.56987 0.30525 0.0 -0.1 0.0 0.3612
H -0.89707 2.36618 0.30446 0.0 0.2 0.0 0.4101
H -1.53750 1.88399 -1.26338 0.0 0.1 -0.1 0.4975
H 0.18369 1.85826 -0.99493 0.1 0.1 -0.1 0.4333
H 2.88166 1.15886 1.59176 0.1 0.1 0.1 0.4602
H 1.53294 1.98054 0.82983 -0.1 0.0 0.0 0.3096
H 3.04248 1.79528 -0.05374 0.1 0.1 0.0 0.4524
H -4.03464 0.39223 0.94828 0.0 0.0 0.0 0.5082
H -3.97676 0.47234 -0.81284 -0.1 0.0 -0.1 0.3404
H -3.14482 1.68711 0.15591 0.0 0.1 0.0 0.3502
H 2.87961 -1.48656 -0.92691 0.2 0.1 0.3 0.3635
H 2.91386 -1.70509 0.72175 0.1 0.1 -0.2 0.3751
H 3.84514 -0.49079 0.03998 -0.1 -0.3 -0.1 0.4201
H -3.35846 -1.69184 0.65139 0.1 0.0 -0.1 0.3415

=====

No. 3
28
Properties=species:S:1:pos:R:3:forces:R:3:mulliken_charge:R:1 method="wB97M-V/def2-TZVPD" charge=+1 molar_mass_g_mol=190.3 homo_energy_ev=-11.151 largest_force_ev_per_a=4.488 energy_ha=-917.41222 e_above_lowest_kj_mol=489.22 orbital_gap_ev=8.023
C 0.87080 -1.33470 1.27431 2.9 2.7 2.1 -1.3265
C 1.42527 -1.47625 -1.05005 0.7 -1.1 0.1 -0.4401
C 1.17408 1.15156 1.14669 1.0 0.8 -2.8 -1.1742
C 0.21053 0.06551 1.22671 -1.2 -0.4 -1.2 0.4675
C 1.07538 -0.09314 -1.47107 -1.0 0.5 0.9 -0.4887
C -0.94242 0.26182 0.16662 3.0 -0.8 0.2 0.2939
C -1.07802 2.78207 0.17477 0.6 2.3 -2.5 -0.8858
C -2.67384 -0.84649 -1.02952 -1.7 -1.8 0.0 -0.7638
N 2.01777 -1.46884 0.30984 -2.6 -2.0 0.4 -0.5383
O -1.48746 1.43812 0.01537 -1.6 -1.8 -0.2 -0.3589
O -1.52912 -0.86626 -0.21115 1.2 2.5 1.4 -0.1879
S 2.03914 1.06872 -0.73082 -0.2 -0.2 1.5 -0.0791
H 1.47836 -1.34262 2.28212 -1.9 -0.4 -1.5 0.4732
H 0.07384 -2.01065 1.18298 -0.6 -1.6 0.0 0.5742
H 0.53072 -2.20003 -1.07118 1.4 0.9 -0.5 0.2969
H 2.31114 -1.75445 -1.65330 -0.8 -0.8 -0.3 0.3719
H 0.84339 2.14521 1.25488 -0.7 0.8 -0.1 0.4059
H 2.03006 1.15427 1.71496 1.9 -1.0 1.7 0.5802
H -0.37402 0.24323 2.12094 -0.1 -0.2 0.7 0.6158
H 0.76976 0.03170 -2.48929 0.0 0.5 -0.3 0.5299
H -0.19473 2.98513 -0.47963 -0.9 -0.3 -0.1 0.3889
H -0.73402 3.18763 1.07641 0.1 -0.6 2.2 0.4156
H -1.90514 3.51064 -0.09474 0.6 -1.6 -0.1 0.2961
H -2.80973 0.08950 -1.55870 0.3 -0.2 -0.5 0.3683
H -3.53982 -0.95224 -0.33503 0.4 -0.1 -0.7 0.3111
H -2.55514 -1.81116 -1.62605 -0.5 1.7 0.3 0.2594
H 3.01208 0.19863 -0.17275 -0.7 1.0 -0.5 0.2673
H 2.24532 -2.47075 0.46593 0.6 0.9 -0.1 0.3272